Record 1
ORCA calculation (ωB97M-V/def2-TZVPD) on 2 unconnected molecules or ions with the total composition CH3NO2.

The geometry in XYZ format:
```
7
Properties=species:S:1:pos:R:3:forces:R:3:nbo_charge:R:1
C -0.687919 -1.117749 -0.699773 0.96 -0.33 -1.27 0.301
N 0.339725 2.254510 0.817781 -1.14 0.98 -0.35 -0.041
O 1.313301 1.554077 1.154468 0.46 -3.25 -0.43 -0.448
O 0.523656 -1.044991 -0.639304 -1.02 -0.58 -0.44 -0.520
H -1.256591 -0.546778 -0.048180 -1.32 1.30 1.79 0.108
H 1.139291 0.550888 0.844937 0.67 2.06 0.59 0.483
H -1.371463 -1.649956 -1.429929 1.39 -0.17 0.12 0.118
```
Forces are in eV/Å.

- Charge: 0
- Energy above the lowest of the compared OMol25 structures with the same formula, charge and spin: 6.3552 eV
- Energy: -244.9456 Eh
- Kohn-Sham gap (alpha / beta): 8.77 / 8.79 eV

Record 2
ORCA calculation (ωB97M-V/def2-TZVPD) on 2 unconnected molecules or ions with the total composition C8H14FN4O4S.

The geometry in XYZ format:
```
32
Properties=species:S:1:pos:R:3:forces:R:3:nbo_charge:R:1
O 2.248046 -1.573967 3.448759 -9.49 -3.15 1.84 -0.467
C 0.993912 -1.996860 3.721090 8.03 1.38 -1.75 0.911
F 0.818511 -3.460996 3.903408 -0.54 5.06 -0.34 -0.309
N -0.124331 -0.980627 3.800057 0.33 -2.39 -2.44 -0.682
C -0.334855 -0.231518 2.503406 2.88 8.06 1.60 0.782
O 0.044637 1.073753 2.433717 -2.93 -9.79 -0.09 -0.393
N -1.006305 -0.826180 1.247517 -0.19 0.11 1.52 -0.601
C 0.006506 -1.610805 0.443597 2.25 -2.19 -0.93 -0.274
C -0.526461 -2.159422 -1.006014 0.02 0.04 -1.02 -0.446
C -1.417562 -1.091584 -1.872338 0.18 -0.61 -1.61 -0.445
C -0.357414 -0.214821 -2.783014 1.32 0.31 1.40 -0.539
S -1.044004 1.460981 -3.340073 1.75 0.68 0.39 0.233
C 0.480104 2.577185 -3.339759 1.20 1.26 0.69 0.282
N 0.706300 3.966880 -2.787229 2.44 -7.08 -3.77 -0.213
N 2.070328 4.161453 -3.100609 1.15 -5.08 -2.55 -0.243
C 2.672724 2.938747 -3.801691 -3.95 2.58 2.23 0.222
O 1.632204 1.909849 -3.970601 -0.14 5.56 2.59 -0.458
H -1.006226 -1.371161 4.197960 0.73 0.27 -0.44 0.440
H -1.422815 -0.001514 0.749282 0.45 -0.72 0.19 0.487
H -1.766652 -1.498493 1.528681 0.57 0.90 -0.31 0.460
H 0.268394 -2.577566 1.089860 -0.54 2.20 -1.26 0.256
H 0.999811 -0.978447 0.374546 -2.24 -1.09 0.01 0.274
H 0.450775 -2.379680 -1.655496 -2.07 0.45 1.63 0.271
H -1.107093 -3.184217 -0.964281 1.18 2.12 0.47 0.256
H -2.168059 -0.443985 -1.250492 1.53 -1.00 -1.12 0.206
H -2.086858 -1.708335 -2.645086 1.38 1.29 1.92 0.260
H 0.066627 -0.781677 -3.714754 -1.01 0.85 1.96 0.257
H 0.548204 0.053372 -2.052499 -1.78 -0.59 -1.75 0.218
H 3.764327 2.736448 -4.173613 -2.56 0.53 0.85 0.255
O -1.525821 2.682255 4.388947 0.38 -0.15 -0.13 -0.939
H -0.993704 3.470239 4.575855 -0.24 -0.21 -0.02 0.482
H -0.883252 2.040693 4.050868 -0.11 0.43 0.23 0.459
```
Forces are in eV/Å.

- Charge: +1
- Energy: -1330.6506 Eh
- Kohn-Sham gap: 5.31 eV

Record 3
ORCA calculation (ωB97M-V/def2-TZVPD) on a molecular structure, C34H88HfN5NaO21S2.

The geometry in XYZ format:
```
152
Properties=species:S:1:pos:R:3:forces:R:3:lowdin_charge:R:1
Hf -2.770288 -0.952191 0.303993 1.26 -0.57 -0.20 1.841
Na 0.442883 6.708201 -2.960155 0.20 -0.62 0.28 0.924
S 0.053570 2.055711 -0.694756 1.72 -1.29 -1.01 0.153
O -0.381815 3.117173 -1.565115 0.56 1.47 -0.86 -0.369
O 1.426752 2.131087 -0.186564 -0.73 0.70 -0.39 -0.361
O -0.949916 1.816452 0.312053 -3.68 1.05 5.58 -0.374
O -0.266962 0.714420 -1.220631 1.00 -2.66 -3.12 -0.382
S -2.344898 -5.128317 -0.292188 -0.01 -4.55 0.41 0.148
O -2.007623 -3.986742 -1.084821 1.60 3.70 -3.72 -0.295
O -2.971047 -4.274209 0.730324 -2.12 1.90 3.02 -0.305
O -3.241470 -6.066579 -0.943247 -0.29 0.86 0.14 -0.310
O -1.199101 -5.807115 0.258418 0.69 0.10 0.37 -0.303
C -6.938522 2.398943 3.720378 -0.23 -1.19 1.14 -0.127
C -6.753558 2.246340 2.235446 1.54 -0.53 -0.05 -0.463
O -5.778039 1.325301 1.835835 -1.31 0.91 0.22 -0.234
H -7.400005 1.522798 4.175900 -0.28 -0.34 -0.21 0.061
H -7.599296 3.220635 3.996599 0.29 0.32 -0.10 0.067
H -5.976442 2.412177 4.232555 0.11 0.62 -0.11 0.067
H -6.409886 3.247748 1.976265 0.60 0.66 -0.67 0.101
H -7.722308 2.243591 1.735823 -0.32 -0.72 -0.43 0.095
C 4.846873 1.665649 3.674230 -0.59 1.24 0.05 -0.176
O 5.172690 1.523999 2.321339 0.41 -0.64 -0.94 -0.122
H 5.292285 2.607095 3.995793 0.17 -0.04 0.60 0.071
H 3.769197 1.823235 3.717517 -0.13 -0.35 0.67 0.077
H 5.180479 0.844717 4.308953 -0.03 -0.09 -0.27 0.079
H 4.403338 1.792175 1.813631 0.10 -0.15 -0.16 0.069
C 3.160141 6.154972 0.630256 0.09 -0.97 0.41 -0.148
O 3.305270 5.461696 -0.618575 -0.35 0.90 0.12 -0.137
H 4.025425 5.945297 1.259088 0.27 0.39 -0.02 0.077
H 3.014608 7.229281 0.517170 0.18 -0.13 -0.37 0.072
H 2.325246 5.746162 1.199406 -0.33 0.12 -0.11 0.078
H 3.115226 4.540411 -0.426972 -0.13 -0.35 -0.17 0.062
C 2.888425 -4.758591 4.202139 -0.45 0.00 -0.54 -0.087
O 1.993253 -4.252584 3.195511 0.99 0.46 0.01 -0.200
C 2.595819 -3.168651 2.460195 -0.54 0.37 -0.23 -0.221
C 1.522556 -2.424742 1.587165 0.49 -1.00 1.37 -0.134
N 0.259880 -2.300218 2.405796 1.79 -0.40 -3.03 -0.057
C 0.471044 -1.544989 3.611326 0.17 0.49 -1.66 -0.224
C -0.734661 -1.894391 4.383892 -0.20 1.15 2.61 -0.254
O -1.971366 -1.664974 3.728017 -1.01 -1.28 0.16 -0.241
C -3.067829 -2.129104 4.571400 0.08 0.89 -0.24 -0.080
H 2.341959 -5.419439 4.875013 -0.23 0.20 -0.10 0.087
H 3.329666 -3.935840 4.764714 0.02 0.08 0.12 0.081
H 3.685615 -5.360677 3.766155 0.15 0.09 -0.22 0.085
H 3.407450 -3.476707 1.801055 0.07 -0.44 0.00 0.121
H 3.032795 -2.449049 3.152531 0.16 -0.03 0.31 0.094
H 1.381890 -3.068809 0.719129 -0.57 0.31 -0.08 0.116
H 1.988123 -1.484707 1.291069 -0.41 0.19 -0.08 0.117
H 0.244335 -3.274181 2.672717 -1.06 -0.38 0.34 0.091
H 0.593520 -0.497264 3.336810 -0.35 0.23 0.11 0.131
H 1.423716 -1.847142 4.046319 -0.33 -0.01 0.93 0.107
H -0.818165 -1.280609 5.280773 0.37 0.19 0.42 0.120
H -0.512336 -2.885602 4.779069 -0.91 -0.69 -0.38 0.134
H -3.133390 -3.206771 4.721200 0.47 -0.09 -0.28 0.093
H -4.023562 -1.787423 4.173991 0.22 -0.02 -0.57 0.080
H -3.037569 -1.640470 5.545269 0.43 -0.01 0.23 0.080
C 6.364333 7.173728 -3.253043 -0.02 -0.83 -0.88 -0.098
O 6.444286 5.899005 -3.954166 1.39 0.32 1.87 -0.188
C 7.145737 4.909269 -3.125072 -0.36 -0.57 -1.12 -0.192
C 7.600618 3.723469 -4.042813 -0.53 1.67 -1.72 -0.185
N 6.482783 3.400730 -4.980568 0.57 0.42 2.28 -0.059
C 5.516135 2.653200 -4.193236 -0.87 -1.36 -1.92 -0.214
C 4.288276 2.305138 -5.068117 -0.86 1.67 0.39 -0.168
O 3.816937 3.594775 -5.631568 -0.27 -1.14 -0.88 -0.207
C 2.523744 3.478964 -6.276521 0.06 -0.72 1.93 -0.110
H 6.213149 7.952865 -4.000161 -0.37 -0.17 -0.12 0.078
H 7.287090 7.473202 -2.756109 0.19 -0.41 0.21 0.077
H 5.541457 7.147089 -2.538710 -0.03 0.10 0.14 0.073
H 6.502681 4.525034 -2.333277 -0.44 0.10 -0.02 0.102
H 8.002391 5.317024 -2.588443 0.22 0.36 -0.31 0.108
H 8.030610 2.878473 -3.505045 -0.36 -0.19 0.49 0.107
H 8.400280 4.069873 -4.697522 0.20 0.29 0.15 0.108
H 6.795823 2.858266 -5.772935 0.09 -0.15 0.10 0.112
H 5.137217 3.108756 -3.278367 0.27 0.70 -0.34 0.115
H 5.994977 1.731652 -3.862228 -0.22 -0.55 0.22 0.112
H 3.529717 1.882922 -4.409009 -0.35 0.16 0.23 0.111
H 4.356049 1.553099 -5.854212 0.79 0.17 -0.31 0.114
H 2.353241 2.574609 -6.860633 0.57 -0.09 -0.32 0.080
H 2.168441 4.336552 -6.847836 0.87 0.25 0.00 0.075
H 1.848805 3.362632 -5.428565 -0.67 0.01 0.00 0.070
C -0.964933 3.394111 6.440243 0.27 0.70 0.47 -0.112
O -0.491140 2.719821 7.586759 0.34 -0.50 0.21 -0.200
C -1.263350 2.973751 8.746014 -0.37 -0.80 0.47 -0.226
C -0.604332 2.302334 9.994505 0.22 1.25 -1.19 -0.178
N -1.144013 2.809713 11.291101 0.09 -0.49 -1.94 -0.071
C -0.275864 2.597252 12.421043 -0.64 -0.59 0.33 -0.237
C -0.113376 1.102224 12.724694 0.46 1.50 1.34 -0.193
O 0.662438 1.132189 13.951488 -0.34 -1.53 -0.43 -0.203
C 0.571618 -0.075317 14.724274 0.31 0.38 -0.15 -0.110
H -0.340317 3.154198 5.579784 0.03 -0.15 0.22 0.089
H -0.873612 4.455820 6.669515 -0.04 0.39 -0.39 0.081
H -2.009955 3.219303 6.184426 -0.17 -0.42 0.17 0.084
H -2.257877 2.590714 8.517281 -0.37 0.06 0.44 0.120
H -1.333412 4.037455 8.973461 -0.02 0.39 -0.23 0.113
H 0.419691 2.636677 9.828162 0.59 -0.10 0.41 0.112
H -0.574591 1.224774 9.833021 -0.46 -0.05 0.60 0.114
H -1.180037 3.815452 11.205656 -0.41 0.18 -0.31 0.097
H -0.849920 3.030389 13.240161 0.26 -0.16 0.41 0.120
H 0.657295 3.159657 12.389568 0.48 -0.32 -0.25 0.120
H 0.364203 0.519969 11.936670 0.20 0.00 0.05 0.115
H -1.127387 0.739414 12.892695 -0.03 -0.38 0.12 0.122
H 0.871675 -0.999306 14.229986 -0.04 0.09 -0.77 0.078
H -0.444673 -0.227105 15.087894 -0.06 0.10 0.21 0.082
H 1.294732 -0.009715 15.537220 -0.30 0.41 0.20 0.082
C -6.850409 -2.303740 -0.750092 1.35 1.16 0.57 -0.071
O -5.848071 -1.596715 -1.567659 -1.45 -0.93 0.78 -0.274
C -6.396556 -1.245360 -2.836497 1.83 -1.08 0.26 -0.224
C -5.252678 -0.783879 -3.731616 -0.39 0.31 0.56 -0.205
N -4.440097 0.257389 -3.086792 -0.40 1.21 -0.68 -0.040
C -5.065991 1.599190 -3.135459 -0.91 0.76 0.21 -0.179
C -5.223550 2.171286 -4.570355 -0.85 -0.72 1.24 -0.251
O -4.121345 1.740108 -5.289659 0.84 0.72 -2.02 -0.184
C -4.131359 2.166271 -6.659795 0.04 -0.66 -0.60 -0.088
H -7.136320 -3.303872 -1.075817 0.10 0.19 -0.56 0.091
H -7.701188 -1.655780 -0.539281 -0.28 -0.02 -0.51 0.084
H -6.389789 -2.404667 0.232645 0.21 -0.20 -0.05 0.071
H -7.181789 -0.500862 -2.705240 -0.18 -0.05 -0.23 0.121
H -6.699103 -2.180067 -3.308624 -0.92 0.09 -0.08 0.124
H -5.743419 -0.515241 -4.667078 0.08 0.59 -0.33 0.111
H -4.552011 -1.565897 -4.024225 -0.24 -0.40 0.47 0.129
H -3.711933 0.413971 -3.768975 0.87 -0.30 0.25 0.087
H -4.585336 2.311942 -2.465366 0.76 -0.22 -0.20 0.110
H -6.080371 1.643223 -2.738978 -0.18 -0.67 0.21 0.109
H -5.430262 3.241478 -4.576722 0.70 0.42 0.14 0.120
H -6.174563 1.785264 -4.937344 -0.01 -0.54 -0.67 0.111
H -3.305175 1.814465 -7.277649 0.89 -0.17 1.02 0.083
H -4.142296 3.244728 -6.817631 -0.35 0.13 0.44 0.085
H -4.900765 1.670489 -7.251663 -0.97 0.30 0.45 0.087
C -0.049342 -3.144353 -6.459412 -0.11 -0.35 -0.05 -0.101
O 0.034332 -4.537252 -6.269388 -1.42 -0.35 -0.85 -0.193
C 1.331196 -4.975977 -6.046863 0.75 -0.13 1.63 -0.245
C 1.351931 -6.508362 -5.909453 0.22 0.25 0.24 -0.213
N 0.904679 -7.150965 -7.094411 0.00 -0.15 -1.35 -0.080
C 1.798266 -6.984412 -8.267602 -1.81 -0.31 -0.36 -0.170
C 1.033848 -7.477723 -9.513927 0.60 -0.86 -1.12 -0.213
O 0.665231 -6.471794 -10.476740 -0.98 0.28 -0.11 -0.194
C -0.492083 -6.820911 -11.269362 0.17 -0.77 0.64 -0.110
H 0.473796 -2.835804 -7.364526 0.64 0.09 0.07 0.084
H 0.332545 -2.685429 -5.547472 0.01 0.60 -0.16 0.092
H -1.076082 -2.846678 -6.672290 -0.16 -0.30 0.51 0.086
H 1.623467 -4.591320 -5.069760 0.48 0.29 0.25 0.119
H 1.990560 -4.526928 -6.789631 0.34 -0.37 -0.24 0.111
H 0.658535 -6.827228 -5.131227 -0.07 0.41 0.26 0.124
H 2.303299 -6.955879 -5.621825 0.39 0.58 0.07 0.120
H 0.045765 -6.647381 -7.264004 -0.47 -0.26 -0.71 0.099
H 2.671626 -7.620438 -8.123293 0.08 0.21 0.06 0.115
H 2.079844 -5.955739 -8.492629 0.31 0.18 0.21 0.108
H 0.203424 -8.138288 -9.264621 -0.42 0.44 0.43 0.115
H 1.682000 -8.158360 -10.065962 0.38 -0.14 -0.09 0.110
H -0.463919 -7.845275 -11.640832 0.53 -0.32 0.00 0.075
H -0.650067 -6.227332 -12.169813 0.59 0.57 0.39 0.080
H -1.410089 -6.811175 -10.681756 -0.05 0.39 0.30 0.080
```
Forces are in eV/Å.

- Charge: 0
- Energy: -4207.6941 Eh
- Kohn-Sham gap: 2.19 eV

Record 4
ORCA calculation (ωB97M-V/def2-TZVPD) on 2 unconnected molecules or ions with the total composition C9H14O.

The geometry in XYZ format:
```
24
Properties=species:S:1:pos:R:3:forces:R:3:nbo_charge:R:1
C 1.564504 -1.008096 -2.328318 -0.62 0.95 -0.06 -0.625
C 0.571301 -0.134230 -1.599383 -2.03 -0.39 0.10 -0.048
C 0.851865 0.465021 -0.396754 0.71 0.07 0.38 -0.191
C -0.051347 1.285998 0.300943 -0.44 -0.74 -0.58 -0.308
C -1.359097 1.352104 -0.154133 0.44 -0.46 -0.01 0.318
O -2.289359 2.130573 0.450338 -0.98 -0.27 -0.81 -0.669
C -1.753065 0.564779 -1.254851 -0.33 1.12 0.65 -0.272
C -0.808415 -0.087474 -1.974541 1.65 -0.33 -1.01 -0.179
H 1.236109 -2.043834 -2.283210 0.38 -0.15 0.07 0.220
H 1.603252 -0.705380 -3.376072 0.05 -0.12 -0.06 0.217
H 2.541901 -0.813932 -1.901058 0.24 -0.49 0.03 0.215
H 1.812546 0.171657 0.018304 0.12 0.76 0.17 0.204
H 0.178287 1.788530 1.225408 0.40 0.06 0.15 0.208
H -1.990718 2.476224 1.277711 0.51 0.26 0.72 0.479
H -2.785798 0.539837 -1.570509 -0.08 0.17 0.06 0.224
H -1.111004 -0.529572 -2.918806 0.01 -0.31 0.13 0.206
C 1.448441 -1.560603 3.471664 0.48 -0.36 0.26 -0.605
C 1.068005 -2.065256 2.081967 -0.66 1.09 0.29 -0.608
H 2.513773 -1.336845 3.581133 0.03 -0.28 -0.15 0.198
H 0.961830 -0.627190 3.753791 -0.34 -0.09 -0.17 0.200
H 1.195764 -2.328141 4.206159 0.02 0.20 0.18 0.201
H 1.366069 -1.326025 1.341734 0.27 -0.40 -0.19 0.203
H 1.421683 -3.064193 1.852528 0.22 0.01 -0.03 0.206
H -0.022561 -2.053419 2.022725 -0.04 -0.32 -0.09 0.204
```
Forces are in eV/Å.

- Charge: 0
- Energy above the lowest of the compared OMol25 structures with the same formula, charge and spin: 0.4721 eV
- Energy: -426.5554 Eh
- Kohn-Sham gap: 9.16 eV